Density functional theory data (the ωB97M-V functional and the def2-TZVPD basis) for a 2-piece molecular cluster, C5H14NO overall in a non-equilibrium geometry.

The relative energy (zero: lowest compared OMol25 entry of this formula, charge and spin) comes out at 88.07 kcal per mole. The calculation puts the lowest unoccupied orbital energy (spin up / spin down) at 0.878 / 0.671 eV. The charge is 0. The expectation value of S² is 0.750. As for the spin multiplicity: 2. The HOMO energy (spin up / spin down) is -3.1 / -10.0 eV. The calculation puts the maximum force at 3.3 eV/A. Its total energy is -8944.295 eV.

Bonds (Å) are listed after each position.
Positions of all 21 atoms, in Å:
1 O 0.256 0.762 -3.402  H12 0.979, H17 0.946
2 N -0.492 1.153 -1.176  C7 1.491, H8 1.014, H9 0.997, H15 1.031
3 C 0.665 -1.788 1.438  C4 1.341, C6 1.559, H13 1.146
4 C -0.542 -2.064 1.954  C3 1.341, H10 1.038, H19 1.111
5 C -0.005 0.718 1.220  C6 1.549, C7 1.562, H11 1.132, H16 1.062
6 C 1.131 -0.331 1.134  C3 1.559, C5 1.549, H14 1.145, H18 1.158
7 C -0.954 0.395 0.022  N2 1.491, C5 1.562, H20 1.038, H21 1.130
8 H 0.479 1.358 -0.969  N2 1.014
9 H -0.540 0.649 -2.035  N2 0.997
10 H -1.122 -1.231 2.172  C4 1.038
11 H -0.379 0.839 2.282  C5 1.132
12 H 0.622 0.201 -4.114  O1 0.979
13 H 1.451 -2.510 1.021  C3 1.146
14 H 2.063 -0.265 1.798  C6 1.145
15 H -0.951 2.074 -1.252  N2 1.031
16 H 0.326 1.727 1.196  C5 1.062
17 H 0.608 1.577 -3.731  O1 0.946
18 H 1.547 -0.194 0.063  C6 1.158
19 H -1.065 -3.021 2.166  C4 1.111
20 H -1.915 0.655 0.316  C7 1.038
21 H -1.183 -0.704 -0.105  C7 1.130

And the Mulliken charges, in e, turn out to be:
1. O -0.878
2. N -0.939
3. C -0.067
4. C -0.768
5. C -1.140
6. C -0.291
7. C -1.825
8. H 0.784
9. H 0.566
10. H 0.237
11. H 0.456
12. H 0.383
13. H 0.255
14. H 0.382
15. H 1.277
16. H 0.674
17. H 0.414
18. H 0.222
19. H 0.246
20. H -0.278
21. H 0.290